1.
Here is a structure of composition C6H9I from the OMol25 dataset. Energies are from the ωB97M-V functional and the def2-TZVPD basis.

Structure (ORCA input):
```
! RIJCOSX wB97M-V def2-TZVPD def2/J DEFGRID3
* xyz 0 1
C 1.516 0.795 0.325
C 1.665 -0.205 -0.559
C -0.064 0.949 0.097
C 0.155 -0.189 -0.778
C -0.758 0.654 1.396
C -0.733 -1.409 -0.626
I -0.152 0.443 -2.956
H 1.881 1.441 1.131
H 2.251 -0.983 -0.977
H -0.379 1.820 -0.452
H -0.270 -0.154 1.893
H -1.840 0.621 1.437
H -0.505 1.497 2.024
H -1.720 -1.322 -1.134
H -0.762 -1.720 0.383
H -0.284 -2.237 -1.202
*
```

HOMO level (Eh): -0.3266

=====

2.
Here is the molecule C6H9I from the OMol25 dataset. Energies are from the ωB97M-V functional and the def2-TZVPD basis.

Structure (ORCA input):
```
! RIJCOSX wB97M-V def2-TZVPD def2/J DEFGRID3
* xyz 0 1
C -0.971 1.823 0.599
C -0.065 0.631 0.753
C -0.040 -0.537 -0.130
C -0.229 -1.951 0.231
C 0.459 -0.043 -1.534
C 1.139 0.433 -0.251
I 3.185 0.103 0.172
H -1.743 1.982 1.401
H -1.595 1.762 -0.276
H -0.354 2.730 0.604
H 0.189 0.335 1.728
H -0.305 -2.640 -0.610
H -1.134 -1.928 0.791
H 0.681 -2.376 0.852
H 1.063 -0.801 -2.153
H -0.281 0.477 -2.177
*
```

Structure (SMILES): C[C@H]1[C@@]2(C)C[C@]12I
HOMO level (Eh): -0.3109

=====

3.
Here is a cluster of 2 separate species, C6H9IN2 in total from the OMol25 dataset. Energies are from the ωB97M-V functional and the def2-TZVPD basis.

Structure (ORCA input):
```
! RIJCOSX wB97M-V def2-TZVPD def2/J DEFGRID3
* xyz 0 1
C -0.771 0.845 -2.094
C 0.281 0.466 -1.224
C -0.303 0.457 0.007
C 1.677 0.128 -1.581
C -0.482 -1.072 2.601
C 0.533 -0.068 2.698
N -1.649 0.747 -0.041
N -1.838 0.996 -1.329
I 2.427 -0.821 2.409
H -0.761 0.962 -3.134
H 2.168 -0.546 -0.902
H 1.634 -0.274 -2.555
H 2.496 0.976 -1.685
H -1.424 -0.651 2.133
H -0.718 -1.366 3.627
H -0.421 -1.865 1.845
H -0.067 -0.070 0.868
H -2.780 1.154 -1.645
*
```

HOMO level (Eh): -0.3043

=====

4.
Here is a cluster of 2 separate species, C6H9IN3 in total from the OMol25 dataset. Energies are from the ωB97M-V functional and the def2-TZVPD basis.

Structure (ORCA input):
```
! RIJCOSX wB97M-V def2-TZVPD def2/J DEFGRID3
* xyz 1 1
C -1.781 1.308 -0.350
C -0.572 1.846 -0.330
C -2.095 -0.101 0.083
C 0.937 -0.235 -1.617
C 0.017 -0.079 1.195
C 0.508 0.962 0.229
N -1.198 -0.682 0.665
N 0.824 -1.434 -1.347
N 1.025 -1.286 1.245
I 2.385 1.737 0.539
H -2.607 1.823 -0.770
H -0.343 2.756 -0.750
H -2.920 -0.689 -0.243
H 1.209 0.429 -2.423
H -0.126 0.352 2.215
H 0.878 -2.196 -2.094
H 1.017 -1.706 0.268
H 0.863 -1.879 2.095
H 1.980 -0.926 1.389
*
```

HOMO level (Eh): -0.4420

=====

5.
Here is a structure of composition C6H9IO2 from the OMol25 dataset. Energies are from the ωB97M-V functional and the def2-TZVPD basis.

Structure (ORCA input):
```
! RIJCOSX wB97M-V def2-TZVPD def2/J DEFGRID3
* xyz 0 1
C 0.787 0.992 -0.616
C 0.250 0.093 0.151
C 1.643 1.010 1.418
C 0.589 1.256 -2.057
C -1.561 -2.069 1.012
C -1.286 -1.116 -0.126
O 1.898 1.438 0.094
O 0.710 -0.021 1.396
I -3.077 0.135 -0.410
H 2.629 0.667 1.902
H 1.220 2.058 2.022
H -0.444 1.584 -2.326
H 0.749 0.371 -2.747
H 1.281 2.119 -2.545
H -2.417 -1.935 1.634
H -1.526 -3.115 0.654
H -0.617 -1.920 1.622
H -0.828 -1.547 -1.078
*
```

HOMO level (Eh): -0.2916

=====

6.
Here is a cluster of 2 separate species, C6H9IS in total from the OMol25 dataset. Energies are from the ωB97M-V functional and the def2-TZVPD basis.

Structure (ORCA input):
```
! RIJCOSX wB97M-V def2-TZVPD def2/J DEFGRID3
* xyz 0 1
C 0.519 0.823 0.846
C 1.275 0.166 -0.083
C -0.737 0.121 1.294
C 0.680 -0.974 -0.638
C -1.933 1.049 1.185
C 1.205 -1.868 -1.690
S -0.814 -1.299 0.225
I -0.059 4.388 -0.554
H 0.719 1.747 1.442
H 1.996 0.728 -0.687
H -0.797 -0.293 2.353
H -1.904 1.443 0.160
H -1.738 1.861 1.837
H -2.837 0.589 1.380
H 1.346 -3.020 -1.545
H 2.105 -1.429 -2.218
H 0.391 -1.915 -2.395
*
```

HOMO level (alpha / beta) (Eh): -0.3010 / -0.2452

=====

Across the entries above, strongest force on any atom takes the values 4.05, 2.99, 3.43, 5.88, 8.01, 2.83 eV/A, respectively.
Across the entries above, relative energy (zero: lowest compared OMol25 entry of this formula, charge and spin) takes the values 22.3, 31.1, 90.5, 75.3, 83.4, 29.4 kcal per mole, respectively.